No. 1
Computed, not measured: a molecular structure, CH15B3OV, with wB97M-V/def2-TZVPD.

Summary:
spin multiplicity	4
HOMO level (alpha / beta)	0.613 / -1.268	eV
total charge	-2
energy relative to the best compared isomer or geometry (same formula, charge and spin)	0.3	kcal/mol

XYZ file:
```
21
CH15B3OV wB97M-V/def2-TZVPD
V -0.215 0.166 -0.137
B 0.835 1.651 1.410
H -0.044 0.904 1.696
H 0.979 1.751 0.250
H 0.579 2.743 1.855
H 1.845 1.219 1.911
B -1.930 1.301 -0.992
H -1.283 1.996 -0.297
H -2.290 0.447 -0.260
H -2.848 1.928 -1.446
H -1.222 0.857 -1.817
B 1.634 -0.045 -1.634
H 0.671 -0.595 -2.050
H 2.646 -0.498 -2.110
H 1.505 1.122 -1.902
H 1.737 -0.185 -0.459
C -0.514 -2.951 1.196
O -0.703 -1.805 0.510
H -1.448 -3.388 1.629
H -0.094 -3.771 0.569
H 0.162 -2.847 2.076
```

No. 2
Computed, not measured: 2 unconnected molecules or ions with the total composition C6H15N, with wB97M-V/def2-TZVPD.

Summary:
spin multiplicity	1
HOMO level	-8.061	eV
energy relative to the best compared isomer or geometry (same formula, charge and spin)	149.0	kcal/mol

XYZ file:
```
22
C6H15N wB97M-V/def2-TZVPD
C 1.236 -1.430 -0.049
N -0.098 -1.257 0.429
C -1.079 -1.019 -0.502
C -2.338 -0.365 0.094
C -2.016 1.053 0.600
C 2.154 -0.177 -0.342
C 1.762 1.130 0.381
H 1.817 -1.929 0.729
H 1.328 -2.084 -0.930
H -0.096 0.720 -1.501
H -1.163 -1.797 -1.260
H -0.291 -0.027 -0.458
H -2.769 -0.915 0.930
H -3.114 -0.240 -0.660
H -1.347 1.539 -0.106
H -2.887 1.690 0.760
H -1.531 0.995 1.575
H 2.230 0.010 -1.407
H 3.149 -0.378 0.047
H 2.359 1.326 1.274
H 0.722 1.188 0.688
H 1.971 1.966 -0.290
```

No. 3
Computed, not measured: C6H8 in the gas phase, with wB97M-V/def2-TZVPD.

Summary:
spin multiplicity	1
HOMO level	-8.636	eV
SMILES	C=C=C1C[C@H]1C
energy relative to the best compared isomer or geometry (same formula, charge and spin)	76.5	kcal/mol

XYZ file:
```
14
C6H8 wB97M-V/def2-TZVPD
C -0.169 0.690 0.504
C -1.352 0.902 0.951
C -2.493 1.363 1.360
C 1.112 -0.030 0.869
C 0.918 0.206 -0.573
C 0.593 -1.066 -1.388
H -3.386 0.764 1.608
H -2.482 2.393 1.513
H 1.893 0.588 1.508
H 1.124 -1.010 1.204
H 1.356 1.040 -0.916
H 1.280 -1.095 -2.316
H -0.465 -1.273 -1.743
H 0.960 -1.920 -0.965
```

No. 4
Computed, not measured: 8 unconnected molecules or ions with the total composition C29H81N9O8, with wB97M-V/def2-TZVPD.

Summary:
spin multiplicity	1
HOMO level	-9.283	eV
SMILES	COC[C@H](C)N.COC[C@H](C)N.COC[C@H](C)N.COC[C@H](C)N.COC[C@H](C)N.COC[C@H](C)N.COC[C@H](C)N.NC(N)=O
energy relative to the best compared isomer or geometry (same formula, charge and spin)	32.5	kcal/mol

XYZ file:
```
127
C29H81N9O8 wB97M-V/def2-TZVPD
C -4.824 0.879 -1.340
O -5.315 1.863 -1.906
N -3.499 0.594 -1.409
N -5.541 -0.003 -0.589
H -2.934 1.176 -1.996
H -3.093 -0.140 -0.863
H -5.066 -0.723 -0.055
H -6.430 0.317 -0.247
C 2.816 4.040 4.014
C 2.783 2.559 4.354
C 4.076 2.018 4.941
O 5.240 2.226 4.173
C 5.230 1.720 2.868
N 1.718 2.309 5.339
H 3.104 4.713 4.819
H 1.823 4.302 3.646
H 3.524 4.169 3.193
H 2.474 1.969 3.485
H 3.964 0.946 5.166
H 4.294 2.508 5.892
H 4.971 0.655 2.844
H 6.228 1.851 2.450
H 4.566 2.250 2.173
H 1.583 2.998 6.065
H 1.809 1.409 5.792
C -7.639 -2.464 0.730
C -6.642 -3.258 -0.042
C -5.325 -3.465 0.720
O -4.543 -2.285 0.823
C -3.281 -2.602 1.395
N -7.182 -4.585 -0.451
H -7.789 -2.833 1.750
H -8.611 -2.528 0.236
H -7.330 -1.430 0.883
H -6.301 -2.727 -0.942
H -4.736 -4.158 0.107
H -5.621 -3.945 1.660
H -2.870 -3.543 1.023
H -3.316 -2.642 2.488
H -2.625 -1.773 1.122
H -7.709 -4.402 -1.302
H -6.368 -5.082 -0.812
C 2.343 -3.697 -1.811
C 1.024 -3.638 -2.583
C -0.097 -3.983 -1.566
O -1.269 -4.456 -2.190
C -1.302 -5.811 -2.542
N 0.704 -2.312 -3.141
H 3.141 -3.489 -2.531
H 2.441 -4.737 -1.500
H 2.446 -2.981 -1.001
H 0.966 -4.386 -3.374
H -0.371 -3.129 -0.938
H 0.192 -4.757 -0.831
H -2.249 -5.919 -3.081
H -1.304 -6.521 -1.713
H -0.601 -6.114 -3.328
H -0.321 -2.351 -3.145
H 0.761 -1.624 -2.386
C -1.069 3.442 -2.161
C -1.544 4.616 -1.285
C -2.683 4.224 -0.373
O -2.394 3.330 0.720
C -3.635 3.048 1.342
N -0.463 5.144 -0.428
H -1.026 2.496 -1.632
H -0.105 3.695 -2.588
H -1.775 3.202 -2.963
H -1.839 5.420 -1.959
H -3.437 3.829 -1.070
H -3.198 5.077 0.082
H -4.493 2.786 0.714
H -3.916 3.961 1.880
H -3.581 2.201 2.027
H 0.431 5.125 -0.914
H -0.304 4.487 0.333
C 3.079 -4.549 2.029
C 3.581 -3.113 1.783
C 3.528 -2.375 3.143
O 2.337 -2.554 3.875
C 2.080 -1.481 4.770
N 4.965 -3.198 1.273
H 1.987 -4.493 2.094
H 3.457 -5.062 2.910
H 3.274 -5.139 1.130
H 2.970 -2.636 1.021
H 3.638 -1.308 2.901
H 4.303 -2.797 3.794
H 1.155 -1.603 5.329
H 2.151 -0.552 4.204
H 2.849 -1.539 5.551
H 5.365 -4.121 1.367
H 4.884 -3.045 0.273
C -0.574 0.655 2.568
C 0.020 0.552 1.179
C 0.677 -0.790 0.890
O 1.453 -0.778 -0.301
C 2.686 -0.089 -0.243
N -1.148 0.720 0.279
H -1.325 -0.076 2.850
H -0.975 1.651 2.775
H 0.248 0.687 3.298
H 0.743 1.329 0.901
H -0.064 -1.578 0.760
H 1.312 -1.123 1.722
H 2.594 0.977 -0.019
H 3.197 -0.174 -1.199
H 3.336 -0.532 0.518
H -1.500 1.669 0.488
H -0.895 0.687 -0.701
C 1.288 3.915 -7.290
C 2.342 3.879 -6.200
C 1.912 3.174 -4.895
O 2.774 3.564 -3.851
C 2.474 2.965 -2.616
N 3.563 3.229 -6.747
H 0.754 2.958 -7.337
H 1.675 4.073 -8.292
H 0.500 4.632 -7.044
H 2.671 4.883 -5.928
H 1.944 2.094 -5.086
H 0.871 3.396 -4.628
H 2.222 3.690 -1.835
H 3.288 2.311 -2.307
H 1.544 2.386 -2.624
H 3.449 2.218 -6.790
H 4.248 3.351 -6.002
```

No. 5
Computed, not measured: a molecular structure, C39H38FeIN6O4PSSe, with wB97M-V/def2-TZVPD.

Summary:
spin multiplicity	1
HOMO level	-7.287	eV
energy relative to the best compared isomer or geometry (same formula, charge and spin)	38.6	kcal/mol

XYZ file:
```
92
C39H38FeIN6O4PSSe wB97M-V/def2-TZVPD
Fe 0.815 -1.063 0.433
I 3.564 -1.255 -0.210
C 4.705 0.491 0.047
C 6.052 0.234 0.076
C 7.001 1.259 0.160
C 6.566 2.546 0.199
C 5.186 2.851 0.178
C 4.836 4.219 0.208
C 3.533 4.600 0.181
C 2.547 3.608 0.158
C 2.811 2.252 0.145
P 1.203 1.298 0.249
C 0.492 2.207 1.668
C 0.962 1.814 2.918
C 0.552 2.474 4.063
C -0.341 3.531 3.974
C -0.823 3.921 2.735
C -0.410 3.264 1.585
C 0.306 1.898 -1.221
C 0.974 2.358 -2.355
C 0.267 2.710 -3.496
C -1.115 2.620 -3.511
C -1.786 2.157 -2.387
C -1.085 1.778 -1.253
C 4.185 1.824 0.123
H 6.394 -0.790 0.021
H 8.055 1.018 0.177
H 7.267 3.370 0.245
H 5.634 4.949 0.250
H 3.247 5.643 0.199
H 1.521 3.940 0.167
H 1.644 0.977 2.993
H 0.922 2.152 5.028
H -0.669 4.042 4.871
H -1.529 4.737 2.659
H -0.803 3.578 0.626
H 2.053 2.445 -2.351
H 0.801 3.061 -4.370
H -1.671 2.906 -4.395
H -2.867 2.089 -2.395
H -1.622 1.403 -0.388
C 0.555 -1.320 2.344
H 0.200 -2.353 2.454
H -0.215 -0.675 2.783
H 1.469 -1.207 2.945
O -0.401 -4.175 0.529
C 0.679 -4.010 -0.026
O 1.183 -2.881 -0.390
C 1.534 -5.215 -0.345
C 1.150 -6.464 0.131
C 1.914 -7.590 -0.133
C 3.073 -7.484 -0.885
C 3.436 -6.232 -1.358
C 2.690 -5.094 -1.101
N 4.657 -6.107 -2.157
O 4.963 -5.003 -2.566
O 5.298 -7.119 -2.376
H 0.241 -6.527 0.714
H 1.610 -8.555 0.248
H 3.690 -8.341 -1.108
H 3.002 -4.137 -1.488
C -4.621 4.780 0.811
N -4.960 3.653 -0.027
C -5.640 3.733 -1.225
C -5.791 2.475 -1.682
N -5.205 1.633 -0.760
C -5.138 0.196 -0.868
C -4.687 2.354 0.270
Se -3.795 1.703 1.731
H -5.527 5.290 1.139
H -3.986 5.476 0.263
H -4.087 4.395 1.676
H -5.952 4.674 -1.642
H -6.264 2.103 -2.573
H -6.051 -0.173 -1.334
H -5.032 -0.209 0.134
H -4.274 -0.106 -1.460
C -3.853 -4.220 1.465
C -4.013 -2.733 1.148
C -2.931 -2.252 0.241
N -2.041 -1.398 0.581
N -1.091 -1.178 -0.377
C -1.321 -1.847 -1.476
N -0.558 -1.743 -2.603
S -2.734 -2.836 -1.395
H -4.582 -4.532 2.213
H -2.850 -4.418 1.838
H -4.003 -4.832 0.573
H -3.937 -2.127 2.052
H -4.994 -2.539 0.705
H 0.379 -1.405 -2.429
H -0.567 -2.547 -3.210
```

No. 6
Computed, not measured: a molecular structure, C3H4BrIO, with wB97M-V/def2-TZVPD.

Summary:
spin multiplicity	1
HOMO level	-9.682	eV
energy relative to the best compared isomer or geometry (same formula, charge and spin)	18.3	kcal/mol

XYZ file:
```
10
C3H4BrIO wB97M-V/def2-TZVPD
C 0.378 0.304 -1.404
C 0.485 0.157 -0.002
C -0.615 -0.261 0.994
O 0.408 1.438 -0.557
Br -0.571 -2.205 1.197
I -0.495 0.598 2.921
H 1.099 0.100 -2.152
H -0.638 0.116 -1.939
H 1.488 -0.094 0.475
H -1.540 -0.152 0.468
```